1.
{
  "formula": "C32H41MoN11O2S",
  "method": "ωB97M-V with the def2-TZVPD basis set",
  "elements": ["Mo", "S", "O", "O", "N", "N", "N", "N", "N", "N", "N", "N", "N", "N", "N", "C", "C", "C", "C", "C", "C", "C", "C", "C", "C", "C", "C", "C", "C", "C", "C", "C", "C", "C", "C", "C", "C", "C", "C", "C", "C", "C", "C", "C", "C", "C", "C", "H", "H", "H", "H", "H", "H", "H", "H", "H", "H", "H", "H", "H", "H", "H", "H", "H", "H", "H", "H", "H", "H", "H", "H", "H", "H", "H", "H", "H", "H", "H", "H", "H", "H", "H", "H", "H", "H", "H", "H", "H"],
  "positions_angstrom": [[0.07533, -0.04419, 0.52147], [3.26638, 0.06609, -0.44582], [3.98792, 0.92054, 0.43935], [3.01438, -1.30478, -0.09809], [0.30556, -2.20018, 0.88816], [0.30084, -4.17881, 1.83470], [0.89098, -3.03176, 0.04277], [0.26434, 2.16314, 0.36085], [-1.98398, -0.19205, -0.03929], [1.65653, 0.68900, -0.45602], [1.37332, -5.30005, 0.03812], [2.20688, 3.01031, -0.72559], [-0.73413, -0.01003, 2.36638], [5.23715, 0.52504, -5.92543], [0.88139, -4.16527, 0.64623], [-0.31173, -0.12536, 3.64653], [-3.85219, 0.87797, -1.25143], [-1.77695, -3.10919, -1.50508], [1.11766, 0.15699, 4.02787], [-3.11511, 2.64750, 0.47268], [-2.06959, -0.43285, 2.30753], [-1.47260, -1.93048, -2.43433], [-3.38487, -0.75819, -3.47236], [1.75852, -1.12321, 4.58303], [4.51798, 1.35707, -2.45023], [4.78535, 0.41394, -4.65799], [-5.23793, 1.33940, 0.89162], [4.98775, 1.45913, -3.73395], [-0.09619, 3.39474, 0.74244], [1.88574, 0.62027, 2.79041], [-0.06663, -2.92162, 1.96359], [3.83378, 0.20424, -2.05392], [-4.66294, 0.92705, -2.38836], [-2.66932, -0.50250, 1.04249], [1.80597, 4.23728, -0.38993], [3.63214, -0.84768, -2.95361], [0.66866, 4.48034, 0.37404], [4.09914, -0.74525, -4.23879], [-2.78370, -0.04176, -1.25559], [-2.55329, -0.87127, -2.36693], [1.15547, 1.26170, 5.09241], [1.42464, 2.04319, -0.31201], [-0.09138, -1.29965, -2.31658], [-4.44447, 0.12875, -3.48996], [-4.25947, 1.87746, -0.16420], [-2.47405, -0.77544, 3.59759], [-1.37792, -0.57054, 4.43538], [-3.45690, -1.12108, 3.87972], [2.95685, 0.70897, 2.97352], [0.38556, 5.47997, 0.66651], [-0.58898, -2.53776, 2.82524], [5.18702, -0.25207, -6.55940], [-0.98187, 3.49608, 1.35031], [3.96537, -1.56463, -4.93349], [-3.20032, -1.39536, -4.32818], [2.18872, 1.48180, 5.36369], [4.68109, 2.15496, -1.73918], [2.77601, -0.91173, 4.91383], [0.15645, -0.71675, -3.20431], [-0.10205, -0.51539, -1.53459], [2.37536, -5.20095, -0.08724], [1.52907, 1.58589, 2.43597], [-5.48624, 1.63009, -2.40126], [0.69048, 2.18013, 4.72987], [-2.53800, 2.03366, 1.16892], [-1.02301, -3.89155, -1.61006], [-5.09140, 0.19832, -4.35381], [-1.34843, -0.72169, 5.50256], [-5.80854, 2.16661, 1.31444], [-4.72651, 0.86017, 1.72836], [-1.51033, -2.33723, -3.44685], [0.63209, 0.95023, 5.99655], [1.81232, -1.90773, 3.82454], [-5.94968, 0.63333, 0.46265], [1.85963, -0.15057, 1.98337], [5.53320, 2.34148, -4.04293], [5.80942, 1.30368, -6.19915], [-4.82678, 2.62075, -0.72561], [2.43074, 5.05296, -0.73405], [-1.83987, -2.81824, -0.45642], [1.19940, -1.50674, 5.43651], [-3.70536, -0.80354, 0.93522], [0.70939, -2.00020, -2.10442], [1.14898, -6.08377, 0.64148], [-2.44651, 3.03866, -0.29482], [3.14406, -1.75304, -2.61880], [-2.74109, -3.53814, -1.77751], [-3.51468, 3.49144, 1.03867]],
  "forces_ev_per_angstrom": [[0.00, -0.21, -0.21], [-0.14, -0.02, -0.03], [0.08, 0.06, 0.04], [-0.02, -0.01, 0.02], [-0.05, 0.20, -0.09], [0.00, 0.05, -0.04], [0.04, -0.07, 0.07], [-0.03, 0.03, -0.04], [-0.01, -0.02, 0.08], [0.10, 0.07, -0.08], [-0.09, 0.13, 0.02], [-0.05, 0.00, 0.02], [0.04, -0.02, -0.01], [0.00, -0.03, 0.01], [0.00, -0.06, -0.03], [0.05, 0.03, 0.08], [-0.04, 0.00, -0.05], [0.04, -0.01, 0.00], [0.01, 0.01, -0.08], [0.03, -0.01, 0.08], [0.02, -0.01, -0.01], [0.00, 0.02, 0.01], [-0.01, -0.02, -0.01], [0.01, 0.01, 0.01], [0.02, 0.05, 0.04], [0.01, 0.03, 0.00], [0.02, -0.01, 0.00], [0.00, -0.01, -0.02], [0.00, -0.01, 0.04], [-0.08, -0.10, 0.06], [-0.04, -0.09, 0.14], [-0.01, -0.04, -0.06], [0.02, -0.01, 0.01], [0.05, -0.01, 0.01], [0.01, 0.00, 0.00], [0.02, 0.00, 0.04], [-0.02, 0.00, 0.00], [0.00, -0.01, -0.01], [0.00, 0.01, 0.08], [0.03, 0.02, -0.10], [0.01, 0.01, 0.02], [0.04, 0.05, 0.00], [-0.08, 0.00, 0.07], [0.02, -0.01, 0.02], [-0.02, 0.00, -0.04], [-0.04, 0.02, 0.00], [0.01, -0.01, 0.00], [0.01, -0.01, 0.01], [-0.01, 0.02, 0.02], [0.03, 0.00, 0.00], [0.02, 0.00, -0.03], [0.00, 0.00, 0.00], [-0.01, -0.02, -0.02], [0.00, 0.00, 0.01], [-0.01, 0.00, 0.01], [-0.01, 0.00, -0.01], [0.00, -0.01, -0.01], [-0.01, 0.00, 0.00], [0.00, 0.01, -0.01], [0.08, 0.06, 0.01], [0.03, -0.03, 0.01], [0.03, 0.03, -0.02], [0.00, 0.00, 0.00], [0.00, -0.01, 0.00], [-0.02, 0.06, -0.02], [-0.01, 0.01, 0.00], [0.01, 0.00, 0.00], [-0.01, 0.00, -0.01], [0.01, 0.00, 0.00], [-0.02, 0.00, 0.00], [-0.04, 0.00, -0.01], [0.00, 0.00, -0.01], [-0.01, 0.00, 0.01], [0.01, 0.00, -0.01], [-0.05, -0.06, 0.04], [-0.01, 0.00, 0.01], [0.00, 0.00, 0.00], [0.00, 0.02, 0.01], [-0.01, 0.00, 0.01], [0.02, 0.00, 0.02], [0.00, 0.00, 0.00], [0.01, -0.02, 0.01], [0.01, -0.03, 0.00], [0.04, -0.03, 0.01], [-0.02, 0.00, -0.02], [-0.03, 0.00, -0.02], [0.00, -0.01, 0.00], [0.01, 0.00, 0.00]],
  "gap_ev": [5.365, 5.609],
  "e_homo_ev": [-12.787, -12.803],
  "total_charge": 2,
  "largest_force_ev_per_a": 0.30,
  "lumo_ev": [-7.42, -7.19],
  "multiplicity": 3
}

---

2.
{
  "formula": "C32H41N2O5S",
  "method": "ωB97M-V with the def2-TZVPD basis set",
  "elements": ["S", "O", "O", "O", "O", "O", "N", "N", "C", "C", "C", "C", "C", "C", "C", "C", "C", "C", "C", "C", "C", "C", "C", "C", "C", "C", "C", "C", "C", "C", "C", "C", "C", "C", "C", "C", "C", "C", "C", "C", "H", "H", "H", "H", "H", "H", "H", "H", "H", "H", "H", "H", "H", "H", "H", "H", "H", "H", "H", "H", "H", "H", "H", "H", "H", "H", "H", "H", "H", "H", "H", "H", "H", "H", "H", "H", "H", "H", "H", "H", "H"],
  "positions_angstrom": [[2.06165, -2.05991, 4.79567], [-0.47955, 3.15048, -3.91594], [-2.52512, 3.69829, 4.45902], [3.18740, -4.42250, 4.17376], [-1.86610, -3.57030, -4.11897], [2.71006, -0.45561, -4.71468], [1.44277, -5.75286, 3.97640], [0.98101, -4.47647, 4.24026], [0.91062, -0.02837, -3.20591], [3.26153, -0.98382, 2.40398], [-3.93363, 1.32374, -0.11645], [-3.54060, 4.36328, 2.33703], [-0.52990, -1.56824, -1.98250], [3.60360, 4.18769, -2.95628], [-2.77360, -0.73286, -1.07032], [-2.96542, 0.18256, 0.17075], [4.51931, 3.17021, -3.21680], [-4.27744, 2.23204, 1.08540], [2.16182, 0.28950, -3.94052], [2.70128, 1.65567, -3.63272], [-1.74729, 2.56223, 4.76988], [-3.50392, 3.55305, 1.02637], [4.06614, 1.90222, -3.56126], [0.32211, 2.36068, -3.47375], [1.78213, 2.68420, -3.38978], [2.23723, 3.95295, -3.05561], [-0.01057, 1.00406, -2.97718], [2.72194, -5.66535, 3.92419], [0.42693, -3.62135, -0.78263], [-1.18759, 0.73050, -2.30242], [0.63388, -1.28766, -2.71305], [2.78286, -2.07477, 1.43020], [-0.74596, -2.99519, -1.54827], [0.58175, -3.22034, 0.68498], [-1.45967, -0.54348, -1.78790], [3.45657, -1.37428, 3.87063], [-2.26618, 4.28600, 3.18745], [1.32677, -1.90277, 0.94794], [-1.52600, -2.54529, -4.92265], [2.02797, -3.72957, 4.34494], [-0.97208, -3.56659, -2.45651], [3.69370, -0.47408, 4.43783], [1.31905, -2.10129, -2.90665], [3.97871, 5.16233, -2.67509], [-3.72437, 5.40809, 2.08294], [-0.40011, -3.21666, 1.15836], [1.35436, -1.28134, 0.05214], [-2.23786, -2.28781, -5.75733], [1.14958, -4.02191, 1.15615], [5.58064, 3.36451, -3.15172], [2.96704, -3.07355, 1.81818], [0.24950, -4.69919, -0.79594], [-1.50172, 3.72126, 2.65105], [-3.56927, -0.47041, -1.76982], [-1.59294, -3.01840, -0.86376], [1.53675, 4.75257, -2.86009], [0.76896, -1.32437, 1.68850], [-3.92832, 4.16820, 0.23464], [-1.59051, 2.53198, 5.84738], [-4.86027, 0.90586, -0.51407], [-0.54413, -2.65036, -5.46729], [-2.94045, -1.77340, -0.81603], [-1.40390, -1.55261, -4.40214], [-5.33545, 2.48263, 1.00279], [-3.33474, -0.38355, 1.02675], [4.74895, 1.09117, -3.77338], [-3.54177, 1.97627, -0.89614], [-0.77282, 2.59377, 4.28118], [2.56146, -0.14785, 2.35780], [-2.46643, 3.33227, 0.76361], [-1.90030, 1.53331, -2.18965], [-1.99027, 0.58523, 0.45875], [4.32217, -2.02692, 3.98044], [-1.87828, 5.29027, 3.37159], [-4.08596, 1.71494, 2.02590], [4.22080, -0.59007, 2.06394], [-2.26183, 1.64158, 4.47811], [3.41137, -1.98437, 0.54211], [-4.37166, 4.04448, 2.96507], [1.36709, -3.46500, -1.31665], [3.40656, -6.46933, 3.72378]],
  "forces_ev_per_angstrom": [[-0.30, 0.29, 0.07], [-0.23, 0.32, 0.24], [0.21, 0.00, 0.02], [-0.05, 0.01, -0.15], [-0.07, -0.13, -0.03], [0.36, -0.27, 0.07], [0.33, -0.22, -0.09], [0.07, 0.46, 0.06], [-0.13, -0.06, 0.35], [-0.35, -0.07, 0.08], [-0.33, 0.25, 0.39], [0.17, 0.17, -0.28], [0.21, -0.17, -0.15], [0.17, -0.21, -0.06], [-0.21, 0.26, 0.15], [0.27, 0.07, -0.31], [-0.30, -0.09, -0.03], [0.22, 0.10, -0.73], [-0.20, 0.11, 0.12], [-0.13, 0.30, 0.07], [-0.16, -0.06, 0.03], [-0.05, -0.16, 0.57], [-0.14, 0.07, -0.10], [0.05, -0.22, 0.01], [0.37, -0.09, 0.02], [0.19, 0.02, -0.08], [-0.02, -0.09, -0.02], [-0.36, -0.39, 0.08], [-0.19, -0.20, -0.10], [0.23, -0.17, -0.18], [-0.08, -0.01, -0.09], [0.08, 0.46, -0.45], [0.51, 0.54, 0.99], [0.34, -0.01, -0.37], [-0.01, 0.26, 0.04], [0.46, 0.00, -0.31], [-0.35, -0.04, 0.10], [-0.12, 0.03, 0.41], [0.23, 0.52, -0.34], [-0.03, -0.07, -0.09], [-0.40, 0.05, -0.39], [-0.02, 0.03, 0.10], [0.08, 0.04, -0.15], [-0.10, 0.09, 0.01], [-0.03, 0.06, 0.08], [-0.07, 0.05, 0.04], [-0.17, 0.01, -0.06], [-0.09, -0.24, 0.14], [-0.02, -0.11, 0.30], [0.05, 0.02, 0.03], [-0.07, -0.14, 0.21], [0.06, -0.06, -0.08], [0.10, -0.06, 0.04], [-0.02, -0.15, -0.17], [-0.15, -0.30, -0.20], [-0.13, -0.03, -0.05], [0.04, 0.00, 0.12], [0.09, -0.09, -0.23], [-0.03, 0.05, 0.04], [0.01, -0.14, -0.04], [-0.07, -0.12, 0.09], [0.04, 0.01, 0.01], [-0.10, -0.08, -0.11], [-0.13, -0.10, 0.43], [-0.05, -0.12, 0.00], [0.06, -0.01, -0.02], [0.07, -0.08, -0.23], [0.09, -0.01, -0.02], [-0.04, 0.06, -0.01], [0.07, 0.12, -0.12], [-0.12, 0.08, 0.03], [0.02, 0.04, 0.13], [-0.08, -0.17, 0.06], [0.09, 0.03, -0.02], [-0.10, -0.03, 0.12], [0.10, 0.04, 0.09], [0.04, -0.05, -0.10], [0.11, -0.24, -0.01], [-0.08, -0.02, 0.02], [0.10, -0.02, 0.02], [0.18, 0.11, -0.03]],
  "gap_ev": 4.467,
  "e_homo_ev": -2.647,
  "total_charge": -1,
  "largest_force_ev_per_a": 1.24,
  "lumo_ev": 1.82,
  "multiplicity": 1
}

---

3.
{
  "formula": "C32H41O4Si",
  "method": "ωB97M-V with the def2-TZVPD basis set",
  "elements": ["Si", "O", "O", "O", "O", "C", "C", "C", "C", "C", "C", "C", "C", "C", "C", "C", "C", "C", "C", "C", "C", "C", "C", "C", "C", "C", "C", "C", "C", "C", "C", "C", "C", "C", "C", "C", "C", "H", "H", "H", "H", "H", "H", "H", "H", "H", "H", "H", "H", "H", "H", "H", "H", "H", "H", "H", "H", "H", "H", "H", "H", "H", "H", "H", "H", "H", "H", "H", "H", "H", "H", "H", "H", "H", "H", "H", "H", "H"],
  "positions_angstrom": [[-2.22516, -4.47219, 1.45173], [6.05410, 3.23433, -0.20611], [-0.50271, -2.30694, -0.47055], [-1.37524, -2.83947, 1.53816], [-3.11569, 3.96495, -3.94719], [2.54118, 2.79999, -1.23199], [-3.55315, 0.97902, 4.49726], [-2.66626, 0.84300, 5.58589], [-1.17419, 4.36090, -2.66222], [-3.97076, -3.82049, 1.48392], [-1.72115, -5.40448, -0.07722], [3.18547, -3.86134, -3.57939], [-0.40863, 2.70882, -1.03039], [-2.33963, 2.20781, -2.42742], [-3.04399, 1.08743, 3.19373], [3.91268, 2.96059, -1.36420], [0.96184, -1.95722, -0.98124], [-1.69988, -5.24552, 3.07161], [-0.00485, 1.81829, 1.31663], [-0.79182, 0.91629, 4.04365], [4.04488, 3.31802, 1.05165], [2.67618, 3.16280, 1.15072], [-1.67261, 0.95056, 2.95956], [-1.27712, 0.79865, 5.35894], [-1.37283, 1.80886, -1.51175], [-0.90309, -1.93097, 0.73692], [0.45751, 2.40742, 0.14717], [-2.24768, 3.49961, -3.00729], [2.86050, -2.85599, -2.46873], [-1.09033, 0.75841, 1.53769], [-0.29293, 3.96811, -1.67164], [-0.45426, -0.61060, 1.34760], [-4.25796, 3.15584, -4.33191], [1.42078, -3.02157, -1.98027], [6.76371, 2.97318, -1.44636], [1.88767, 2.83564, 0.02516], [4.69214, 3.20888, -0.20532], [-1.35657, 0.77272, -1.16322], [0.79649, -0.97639, -1.44193], [1.62703, -1.91257, -0.10423], [3.02610, -4.88876, -3.23402], [7.81388, 3.07727, -1.17713], [-1.11468, 5.34477, -3.13187], [-1.67113, -4.74015, -0.95096], [4.66208, 3.54126, 1.92078], [-3.94210, 2.15269, -4.65127], [-0.58059, 0.70756, 6.20147], [-0.66952, -5.62638, 3.01995], [-1.74742, -4.50686, 3.88721], [-0.07300, -0.99794, 2.30016], [-4.69649, 3.70431, -5.16743], [1.96564, 2.63454, -2.14551], [-3.17076, 1.53856, -2.66699], [0.48636, 4.66925, -1.37027], [3.53315, -3.00970, -1.61947], [-4.63632, 1.03432, 4.66481], [-3.71446, 1.27144, 2.35030], [-2.35496, -6.08876, 3.34972], [2.19244, 3.31341, 2.11511], [-3.06475, 0.72057, 6.59828], [-4.20332, -3.26792, 0.55966], [2.56013, -3.68514, -4.46071], [1.31987, -4.02801, -1.55026], [0.46497, -0.46134, 0.79270], [0.28565, 0.96801, 3.88246], [4.38996, 2.90090, -2.35138], [0.41667, 2.24520, 2.24591], [6.56261, 1.95856, -1.80840], [-4.97514, 3.08403, -3.50173], [-0.74051, -5.88502, 0.04666], [-2.45640, -6.19980, -0.29463], [4.23019, -3.76306, -3.88026], [-4.11882, -3.13845, 2.33927], [3.01223, -1.83287, -2.82540], [0.74550, -2.99112, -2.84404], [6.49600, 3.70093, -2.22171], [-1.91091, 0.91063, 0.81252], [-4.68582, -4.65135, 1.57907]],
  "forces_ev_per_angstrom": [[-0.06, 0.54, 0.39], [-0.08, 0.11, -0.53], [0.50, -0.02, 1.22], [-0.08, 1.26, -1.77], [-0.31, -0.42, 0.11], [-0.66, -0.11, 0.42], [0.53, 0.40, 0.20], [0.00, -0.44, -0.50], [-0.80, -0.60, 0.08], [-0.03, -0.02, -0.07], [0.04, 0.02, -0.11], [-0.04, 0.16, 0.16], [0.11, -0.83, -0.64], [-0.09, 0.79, -0.52], [0.01, -0.37, 0.21], [0.85, 0.34, 0.72], [-0.72, 0.13, -0.15], [0.13, 0.12, -0.05], [0.61, 1.04, -0.94], [-0.31, -0.40, 0.82], [0.53, 0.24, -0.65], [-0.18, -0.08, -0.44], [0.17, -0.25, -0.28], [-0.46, 0.49, -0.37], [0.22, 0.38, 0.32], [0.68, -1.56, 0.48], [-0.58, -0.39, 0.73], [0.07, -0.56, 0.07], [-0.04, 0.16, 0.21], [-1.55, 2.17, 0.14], [-0.17, -0.14, 0.27], [1.61, -1.75, 0.02], [0.71, 0.42, 0.31], [-1.02, -0.18, 0.05], [-0.48, 0.24, 0.68], [0.52, 0.62, 0.12], [-0.49, -0.84, -0.40], [-0.20, 0.37, -0.03], [0.42, -0.21, 0.16], [-0.50, 0.03, -0.21], [0.01, 0.14, -0.08], [-0.13, -0.03, -0.14], [0.02, -0.37, 0.12], [-0.06, -0.19, 0.20], [-0.19, -0.04, -0.17], [-0.08, 0.28, 0.02], [-0.33, 0.10, -0.41], [-0.27, 0.08, 0.02], [-0.03, -0.21, -0.27], [-0.26, 0.37, 0.25], [-0.01, -0.21, 0.17], [0.08, -0.08, 0.36], [0.45, 0.24, -0.10], [-0.19, -0.27, 0.03], [0.07, 0.07, -0.08], [0.54, 0.01, -0.04], [0.12, -0.29, 0.24], [0.18, 0.30, -0.21], [0.20, -0.17, -0.15], [0.19, 0.13, -0.40], [0.02, -0.20, 0.26], [0.07, -0.07, 0.13], [-0.06, 0.26, 0.11], [0.12, 0.41, -0.25], [-0.24, -0.31, 0.03], [-0.34, 0.01, 0.53], [0.46, -1.08, -0.59], [-0.02, 0.12, 0.11], [0.19, 0.00, -0.20], [-0.23, 0.14, -0.01], [0.24, 0.31, 0.14], [-0.10, -0.04, 0.00], [0.11, -0.30, -0.31], [0.07, -0.05, -0.01], [0.05, 0.01, 0.10], [0.07, -0.08, 0.19], [0.27, -0.12, 0.26], [0.14, 0.24, -0.05]],
  "gap_ev": 6.057,
  "e_homo_ev": -9.587,
  "total_charge": 1,
  "largest_force_ev_per_a": 2.67,
  "lumo_ev": -3.53,
  "multiplicity": 1
}